1.
{
  "formula": "C15H17N3",
  "method": "ωB97M-V with the def2-TZVPD basis set",
  "species": ["C", "N", "C", "C", "N", "C", "C", "C", "C", "C", "C", "C", "C", "C", "C", "C", "C", "N", "H", "H", "H", "H", "H", "H", "H", "H", "H", "H", "H", "H", "H", "H", "H", "H", "H"],
  "xyz": [[4.964833, -0.357070, 0.609338], [3.861376, -0.411172, -0.253379], [3.406683, -1.734407, -0.703741], [2.370968, -1.734685, -1.889681], [1.288075, -0.813257, -1.475487], [1.642090, 0.318111, -0.711212], [0.398753, 1.191095, -0.235416], [-0.814673, 0.549922, 0.346724], [-0.634480, -0.724778, 0.870238], [-1.711791, -1.431422, 1.382640], [-2.983469, -0.974871, 1.314121], [-3.231195, 0.202381, 0.665657], [-4.541005, 0.664734, 0.745360], [-4.796293, 2.017175, 0.596535], [-3.810729, 2.865749, -0.004418], [-2.544003, 2.250983, -0.156961], [-2.192486, 1.011168, 0.212615], [2.829492, 0.565075, -0.190614], [5.706304, -1.091072, 0.441511], [4.547544, -0.528404, 1.578222], [5.425783, 0.621041, 0.501343], [2.982557, -2.300355, 0.167235], [4.277367, -2.300099, -1.047848], [1.878365, -2.755645, -1.962734], [2.840814, -1.507012, -2.816952], [0.351462, -1.004312, -1.879734], [0.820280, 1.951733, 0.461823], [0.044847, 1.714634, -1.154653], [0.232547, -1.294904, 0.667967], [-1.564917, -2.346293, 1.811499], [-3.684864, -1.628832, 1.795906], [-5.333803, -0.047857, 1.060956], [-5.828314, 2.430094, 0.629923], [-4.235973, 3.809334, -0.454658], [-1.962148, 2.823220, -0.922123]],
  "atomic_forces_ev_per_a": [[-0.85, 1.65, 0.78], [-2.94, -0.82, -4.71], [0.06, -0.33, 0.23], [-1.25, -0.46, 2.64], [0.79, -0.04, -0.68], [-0.40, -0.73, 1.38], [1.49, 1.67, -1.67], [-0.10, -2.58, -0.33], [-1.05, 1.13, -0.92], [-0.51, 1.25, -0.47], [1.38, -2.26, 0.47], [-1.02, 0.31, 0.84], [-1.68, 1.45, 0.56], [-0.98, 0.15, -1.40], [-0.19, -2.09, 0.41], [-1.69, 6.04, -3.69], [2.20, -1.79, 1.62], [-1.01, -1.00, 0.59], [0.54, -0.95, -0.71], [0.43, 0.18, 1.53], [0.11, 0.13, 0.45], [-0.02, 0.24, -0.57], [0.05, 0.04, 0.14], [0.90, 1.01, 0.05], [0.34, 0.47, -0.77], [1.14, 0.84, 0.84], [-0.26, -0.40, -0.59], [0.36, 0.10, 0.55], [1.26, 0.06, 0.44], [0.59, -2.34, 1.12], [-0.91, 0.30, -0.13], [0.64, 0.70, -0.19], [0.74, -0.55, 0.36], [1.41, -0.94, 0.61], [0.42, -0.43, 1.24]],
  "mulliken_charge": [-0.9053, 0.2310, -0.6471, -0.6641, -0.2313, 0.1173, -0.4919, 0.7324, -0.3214, -1.0456, -0.8434, 0.9877, -0.8253, -0.4170, -0.7227, -0.3210, 0.5643, -0.7423, 0.3280, 0.3533, 0.2810, 0.2468, 0.4262, 0.3412, 0.3485, 0.3075, 0.3064, 0.2599, 0.3875, 0.5027, 0.3376, 0.3351, 0.2916, 0.3044, 0.1881],
  "de_lowest_kj_mol": 367.37,
  "smiles": "CN1CCNC(Cc2cccc3ccccc23)=N1",
  "homo_lumo_gap_ev": 7.6
}

2.
{
  "formula": "CH2FIO",
  "method": "ωB97M-V with the def2-TZVPD basis set",
  "species": ["C", "O", "F", "I", "H", "H"],
  "xyz": [[0.803427, -0.757379, -0.306077], [-0.590001, 0.580825, 0.312089], [0.471280, -1.871333, 0.274698], [2.669113, 0.022276, 0.117022], [0.457248, -0.655204, -1.330118], [-0.519335, 0.463729, 1.265577]],
  "atomic_forces_ev_per_a": [[-3.11, 3.15, 0.83], [2.76, -2.50, -1.37], [0.14, -0.34, 0.17], [-0.06, -0.07, 0.09], [0.17, -0.16, 0.09], [0.10, -0.07, 0.18]],
  "mulliken_charge": [0.0151, -0.6255, -0.1170, 0.2012, 0.2442, 0.2820],
  "de_lowest_kj_mol": 217.87,
  "homo_lumo_gap_ev": 9.8
}

3.
{
  "formula": "C3H4NO5P",
  "method": "ωB97M-V with the def2-TZVPD basis set",
  "species": ["C", "C", "C", "N", "O", "O", "P", "O", "O", "O", "H", "H", "H", "H"],
  "xyz": [[1.211334, 1.551784, 0.630783], [0.453618, 0.490241, 0.837614], [-0.771113, 0.118076, -0.095842], [-1.857960, -0.442507, 0.470614], [-2.956945, -0.353710, -0.134307], [-1.806796, -1.004592, 1.587689], [0.629921, -1.132408, -1.170041], [1.446315, -1.743426, -0.067737], [-0.310787, -2.042280, -1.902088], [1.259345, -0.019310, -1.959291], [2.053219, 1.780162, 1.269749], [1.092500, 2.164421, -0.247624], [0.546955, -0.166883, 1.684063], [-0.989606, 0.800432, -0.903584]],
  "atomic_forces_ev_per_a": [[0.20, 0.37, 0.08], [-3.08, -0.06, -0.54], [4.16, 1.16, 0.71], [-1.81, -0.40, 0.91], [0.38, -0.11, 0.09], [0.20, 0.05, -0.36], [0.12, -1.06, -1.10], [0.01, 0.03, 0.27], [-0.25, -0.06, -0.06], [-0.03, 0.27, -0.08], [0.13, -0.09, 0.11], [-0.04, 0.05, -0.20], [0.16, -0.09, 0.04], [-0.15, -0.05, 0.10]],
  "mulliken_charge": [-0.6203, -0.1635, -0.6019, 0.9749, -0.7333, -0.7065, 0.8929, -0.7059, -0.7678, -0.7366, 0.2362, 0.2472, 0.2534, 0.4313],
  "de_lowest_kj_mol": 211.15,
  "smiles": "C=C[C@H]([N+](=O)[O-])P(=O)([O-])[O-]",
  "charge": -2,
  "homo_lumo_gap_ev": 7.2
}

4.
{
  "formula": "C18H25N3O3STi",
  "method": "ωB97M-V with the def2-TZVPD basis set",
  "species": ["Ti", "C", "C", "C", "C", "N", "C", "C", "C", "C", "C", "C", "N", "H", "H", "H", "H", "H", "H", "H", "H", "O", "S", "C", "C", "C", "C", "H", "H", "H", "H", "H", "H", "H", "H", "O", "O", "C", "C", "C", "C", "N", "H", "H", "H", "H", "H", "H", "H", "H", "H"],
  "xyz": [[-0.236173, -0.246947, -0.615415], [-0.309337, -0.208169, 3.955739], [-0.882239, -1.405450, 4.353738], [-1.276654, -2.318628, 3.392035], [-1.074580, -2.005321, 2.052770], [-0.525265, -0.851356, 1.675972], [-0.157172, 0.030650, 2.600832], [-1.459087, -2.898669, 0.929693], [-1.941832, -4.186662, 1.106253], [-2.271892, -4.934382, -0.013457], [-2.108744, -4.376758, -1.268604], [-1.619020, -3.083128, -1.361562], [-1.304240, -2.363807, -0.285944], [0.003292, 0.534694, 4.675735], [-1.029642, -1.624155, 5.403352], [-1.740118, -3.249666, 3.682783], [0.247629, 0.957197, 2.212700], [-2.054058, -4.606056, 2.094906], [-2.650244, -5.942077, 0.099002], [-2.353109, -4.924678, -2.167401], [-1.462105, -2.563909, -2.301714], [1.771005, -0.417098, 0.083825], [2.699973, 0.792729, 0.077343], [4.297043, 0.053212, -0.403771], [4.761462, 0.730404, -1.688839], [3.490572, 1.014992, -2.484240], [2.539358, 1.673889, -1.499921], [4.030034, -0.989974, -0.576914], [4.996184, 0.115082, 0.427888], [5.467148, 0.093991, -2.223601], [5.274197, 1.668296, -1.459042], [3.035474, 0.092697, -2.850338], [3.675472, 1.663661, -3.340522], [1.486459, 1.625046, -1.777522], [2.816533, 2.706450, -1.270422], [0.526707, -0.335560, -2.348973], [-0.917292, -0.510399, -2.351183], [-1.492143, 3.361384, 0.884966], [-1.457177, 2.541755, -0.410347], [-2.882835, 2.113551, -0.779897], [-0.883679, 3.398196, -1.546084], [-0.636566, 1.376615, -0.225349], [-2.101593, 4.262789, 0.773226], [-0.479448, 3.659902, 1.166666], [-1.911115, 2.761099, 1.696317], [-3.535165, 2.978608, -0.931376], [-3.303873, 1.497563, 0.018440], [-2.860326, 1.524150, -1.698117], [-1.508876, 4.272508, -1.748315], [-0.811058, 2.794484, -2.452696], [0.118123, 3.747264, -1.282606]],
  "atomic_forces_ev_per_a": [[-0.03, 0.07, -0.02], [0.00, 0.00, 0.00], [0.00, 0.00, 0.01], [0.00, 0.00, -0.02], [0.02, 0.03, 0.06], [0.02, -0.01, -0.05], [0.00, 0.00, -0.01], [-0.02, -0.03, -0.01], [0.00, 0.00, -0.01], [0.00, 0.01, 0.00], [0.00, -0.01, 0.00], [0.01, 0.03, -0.02], [0.00, 0.00, -0.03], [0.00, 0.00, 0.00], [0.00, 0.00, 0.00], [0.00, -0.01, -0.01], [0.00, 0.00, 0.00], [0.00, 0.00, 0.01], [0.00, 0.00, 0.00], [0.00, -0.01, 0.01], [0.00, 0.00, 0.00], [0.09, 0.07, -0.03], [-0.02, -0.01, -0.01], [0.03, -0.01, 0.00], [0.00, 0.02, 0.00], [0.01, 0.00, 0.00], [-0.03, 0.00, 0.02], [0.00, -0.01, 0.03], [0.00, 0.03, -0.01], [-0.01, -0.01, -0.01], [0.01, -0.01, 0.00], [0.00, 0.00, 0.01], [-0.01, -0.01, -0.01], [0.00, 0.01, 0.00], [0.03, -0.01, 0.00], [-0.03, -0.07, 0.05], [0.00, 0.03, 0.00], [0.00, 0.01, 0.00], [0.09, 0.14, -0.05], [0.00, 0.00, -0.03], [0.01, 0.00, 0.01], [-0.18, -0.23, 0.10], [0.00, -0.01, 0.00], [0.00, 0.00, 0.00], [0.00, 0.00, 0.00], [0.01, 0.00, 0.01], [0.00, 0.00, 0.00], [0.01, -0.01, 0.01], [0.00, -0.01, 0.00], [-0.01, 0.01, -0.01], [0.00, 0.00, 0.00]],
  "mulliken_charge": [0.3392, -1.0529, -0.4311, -0.8774, 0.1979, 0.3767, -0.2910, 1.0358, -0.8791, -0.3636, -0.8833, -0.0931, 0.2886, 0.4158, 0.4290, 0.3258, 0.4968, 0.3031, 0.4289, 0.4001, 0.6040, -0.3901, 0.3854, -0.6745, -0.6407, -0.7148, -0.0416, 0.2688, 0.4219, 0.3678, 0.2835, 0.2281, 0.4412, -0.1750, 0.5557, -0.4205, -0.4973, -1.6646, 1.5522, -1.7203, -1.6305, 0.0738, 0.4321, 0.3402, 0.3224, 0.4267, 0.2983, 0.3394, 0.4458, 0.3489, 0.2676],
  "de_lowest_kj_mol": 28.83,
  "homo_lumo_gap_ev": 6.4
}